The following is a DFT calculation (ωB97M-V/def2-TZVPD) of a cluster of 7 separate species, C44H96N9O11 in total.

Properties
- E_LUMO: -1.62 eV
- E_tot: -83114.492 eV
- Frontier orbital gap: 8.62 eV
- Charge: +1
- Maximum force: 0.792 eV Å⁻¹
- HOMO: -10.24 eV

```
160
Properties=species:S:1:pos:R:3:forces:R:3
C -7.413 3.419 -1.960 0.1 -0.2 -0.1
C -0.489 3.591 -0.067 0.2 0.2 0.0
H -2.301 -0.753 -0.224 -0.1 0.0 0.1
H -6.582 1.445 -1.606 0.0 0.0 0.1
C 1.383 -6.549 -4.765 0.0 0.0 0.0
H 2.455 -2.875 -1.233 0.0 -0.2 0.1
H 2.897 -1.044 6.835 0.0 0.0 0.0
H 4.851 2.458 0.999 0.0 0.0 -0.1
H 3.397 2.824 2.951 0.1 0.0 0.0
H 5.011 3.006 5.523 0.0 0.0 0.0
C -6.271 2.492 -1.536 0.0 0.0 -0.1
C -6.013 1.777 0.739 0.0 -0.3 0.1
O -4.053 -1.926 4.161 0.0 0.1 0.1
H 4.403 -1.546 2.464 0.1 0.1 0.0
H 2.729 0.701 7.057 0.0 0.0 0.0
H -3.966 3.939 -4.630 -0.1 0.0 0.1
H 1.655 1.512 -4.259 0.2 0.0 -0.1
H 2.251 -5.224 -0.352 0.0 -0.1 0.2
C -4.793 -1.982 5.140 0.0 0.0 0.0
C 4.794 3.423 1.503 0.0 0.0 0.2
H 3.361 2.719 6.101 0.0 0.0 0.0
H 0.141 -8.295 -4.511 0.0 0.0 0.0
H 0.060 4.178 0.678 -0.1 -0.1 0.1
C -1.577 5.602 -0.800 0.0 -0.1 -0.1
C -1.445 -0.167 0.105 -0.1 0.2 -0.6
H 6.781 -2.154 2.031 0.0 0.0 0.0
O -5.825 2.791 -0.215 0.0 0.1 0.1
H -3.564 -0.670 6.262 0.0 0.0 0.0
N 3.549 3.523 2.239 -0.1 0.1 0.0
C -3.512 5.801 -2.118 -0.1 -0.2 0.0
H 2.356 -4.576 1.299 0.0 -0.2 0.0
H 2.006 2.428 -5.580 0.1 0.0 0.2
H -2.505 2.567 -2.750 0.0 0.0 0.1
H -3.554 1.199 -1.324 -0.1 -0.3 0.1
H -0.532 5.917 -0.820 0.1 0.0 0.0
C 2.717 5.515 1.081 -0.1 0.0 0.1
C -0.847 2.243 0.536 0.0 -0.1 0.1
C -4.489 -1.219 6.407 0.0 0.0 0.0
H -3.893 6.758 -1.752 0.1 0.0 0.1
H 1.286 -8.006 -2.517 0.0 0.0 0.0
H -6.053 -3.222 4.243 0.0 0.0 0.0
N 4.899 -2.281 2.947 0.0 0.0 0.0
H -1.051 -1.510 3.170 0.0 0.0 0.0
H -5.288 -0.514 6.637 0.0 0.0 0.0
C 1.902 -0.021 -0.099 0.1 0.2 0.0
C 0.156 2.800 -4.796 0.0 -0.3 -0.1
H 0.718 -2.997 2.068 0.1 0.2 0.0
C 4.328 2.254 5.906 0.0 0.0 0.0
H -8.331 2.862 -2.144 -0.1 0.0 0.1
N 2.656 -0.481 -6.930 0.1 0.0 -0.1
H -1.582 -3.588 2.079 -0.1 0.0 -0.1
H -6.622 -2.353 7.046 0.0 0.0 0.0
C 0.522 -4.109 0.274 0.1 0.3 0.4
C -0.117 0.425 2.092 0.0 0.3 0.1
H 4.085 -2.214 -8.552 0.0 0.0 0.0
H 2.775 -2.330 0.454 0.0 -0.3 -0.2
H 2.267 -1.264 -1.474 0.0 0.4 0.0
O 1.464 -5.736 -5.668 0.0 0.0 0.0
H -0.930 3.281 -2.545 -0.3 -0.1 0.0
H 0.554 -1.963 0.653 0.0 -0.2 -0.1
H -1.919 2.232 -4.906 0.0 -0.1 -0.1
H -2.170 0.414 1.878 -0.1 0.0 -0.2
N 1.274 1.905 -5.113 -0.1 0.1 -0.1
C -1.302 -2.750 1.435 0.4 -0.1 0.2
H 3.590 6.128 1.304 0.0 0.0 -0.1
H 1.871 -8.648 -4.673 0.0 0.0 0.0
C 1.556 -1.337 -7.321 0.0 0.2 0.1
O 1.534 4.332 2.797 0.0 0.0 -0.1
H 4.724 1.861 6.843 0.0 0.0 0.0
H -1.555 2.481 1.343 0.0 0.0 0.0
H -0.554 -0.641 -0.297 0.1 0.0 0.1
H -5.202 -0.099 1.378 0.1 0.0 0.1
H 0.901 -1.530 -6.470 0.0 0.0 0.0
H 5.637 3.492 2.189 0.0 0.0 -0.1
H -2.688 -1.540 2.565 0.0 0.0 -0.1
N 1.581 -6.166 -3.472 0.0 -0.1 0.0
H 1.538 -0.187 6.100 0.0 0.0 0.0
N 3.389 0.116 5.160 0.0 0.0 -0.2
C 2.548 4.422 2.110 0.1 -0.1 0.0
C 2.814 -3.169 -0.243 0.3 -0.6 0.1
H -0.848 0.948 -4.362 0.0 0.0 -0.1
O 2.873 -3.157 3.313 -0.1 0.1 0.0
H -2.133 6.192 -0.064 0.0 0.1 0.0
O -1.688 4.244 -0.428 0.0 0.1 0.2
H -0.112 3.323 -5.714 0.0 0.0 0.0
H -3.903 4.995 -1.489 -0.1 0.0 0.0
N -5.910 -2.737 5.115 0.0 0.0 0.0
H 0.964 -0.863 -8.106 0.0 0.0 0.0
H 1.796 -5.186 -3.374 0.0 0.0 0.0
H 0.758 -6.593 -1.597 0.0 -0.1 0.1
H 0.168 3.488 -0.939 0.0 0.0 0.0
H 0.167 -3.976 -0.753 -0.1 -0.1 0.0
C 2.597 -0.114 6.352 0.0 -0.1 -0.1
C -1.583 1.275 -0.426 -0.1 -0.2 0.2
H 0.934 -8.138 -6.088 0.0 0.0 0.0
H -3.163 5.883 -4.203 -0.1 0.1 0.0
C 3.987 -0.737 -6.983 0.0 0.0 0.0
H -3.219 2.696 -0.478 0.0 0.0 -0.1
H 3.865 -3.437 -0.355 0.0 0.1 0.0
H -0.343 0.757 3.106 0.0 0.0 0.0
O 4.805 1.206 3.808 -0.1 0.0 -0.2
H 0.615 -0.372 2.183 0.0 -0.1 -0.1
N 2.007 -0.289 -1.329 0.0 0.2 -0.2
H -4.369 -1.899 7.250 0.0 0.0 0.0
C -1.059 2.014 -4.271 -0.1 0.4 0.4
H -7.028 1.358 0.701 0.0 0.0 -0.1
O -3.682 1.123 0.763 0.2 -0.4 -0.1
H -1.310 0.274 -2.297 0.0 0.0 0.0
H -1.915 -2.852 0.538 -0.1 0.2 0.0
H 2.432 0.430 -6.560 -0.2 0.0 0.1
H 3.353 -0.576 4.423 0.0 -0.1 0.1
C 4.092 -3.242 3.446 0.0 0.1 0.0
C 2.022 -4.369 0.284 0.1 0.3 -0.4
C 0.364 1.623 1.255 0.0 0.0 0.0
C -5.009 0.646 0.602 -0.3 0.2 0.1
O -4.237 4.172 -3.737 0.1 0.0 -0.1
C 1.524 -6.977 -2.273 0.0 0.2 -0.1
C -1.645 -1.524 2.258 -0.4 -0.1 -0.2
H 1.923 -2.288 -7.692 0.0 0.0 0.0
H 0.000 -4.949 0.738 -0.1 -0.1 -0.3
H 5.503 -2.126 -7.493 0.0 0.0 0.0
N -1.396 -0.186 1.580 0.4 -0.2 0.6
C 4.732 -4.396 4.177 -0.1 0.0 0.0
C 1.621 1.368 0.383 0.0 -0.1 -0.1
H -5.418 2.620 -2.205 0.0 0.0 0.0
H 6.757 -3.013 3.575 0.0 0.0 0.0
C 0.187 -2.877 1.117 -0.3 -0.3 0.3
C -3.077 1.620 -0.434 0.0 0.4 -0.1
H 6.619 -1.248 3.540 0.0 0.0 0.0
H 1.631 2.015 -0.493 0.0 0.1 0.0
O -2.086 5.797 -2.077 0.0 0.0 0.0
C -6.894 -2.925 6.167 0.0 -0.1 -0.1
C 1.062 -8.003 -5.018 0.0 0.0 0.0
H 4.866 4.213 0.762 0.0 0.0 0.0
C 4.201 1.160 4.875 0.0 -0.1 0.2
H 2.487 -6.956 -1.759 0.0 -0.1 0.1
H 1.830 6.142 1.102 0.0 0.0 0.0
H -7.878 -2.597 5.830 0.0 0.0 0.0
H 5.286 -4.044 5.048 0.0 0.0 0.0
C 4.419 -2.082 -7.522 0.0 0.0 0.0
H -5.116 0.146 -0.366 0.1 0.0 0.0
H 2.834 5.094 0.082 0.1 0.0 0.0
H -7.155 3.940 -2.881 0.0 0.1 0.0
H -6.956 -3.978 6.445 0.0 0.0 0.0
H 0.435 3.571 -4.067 0.0 0.0 0.0
H -4.863 6.150 -3.758 -0.1 0.0 0.0
C -1.021 1.235 -1.856 0.0 0.3 0.1
H -7.597 4.151 -1.178 0.0 0.0 0.0
C -3.970 5.563 -3.540 0.2 -0.1 0.0
H 0.069 1.223 -1.795 0.0 -0.2 -0.1
H 2.081 -0.787 0.664 0.0 0.3 0.0
H 4.011 -2.894 -6.919 0.0 0.0 0.0
H 2.485 1.661 0.978 0.1 0.0 0.1
H 3.946 -5.069 4.505 0.0 0.0 0.0
C 6.344 -2.171 3.030 -0.1 0.1 0.0
C -1.440 2.351 -2.808 0.2 0.0 -0.4
O 4.797 0.094 -6.600 0.0 0.0 0.0
H -5.880 2.227 1.723 0.0 0.1 0.0
H 0.665 2.380 1.982 0.0 0.0 0.0
H 5.416 -4.938 3.524 0.0 0.0 0.0
```
Forces are in eV/Å.

Mulliken atomic charge list, values in e, 99 entries: number 1, C, carries -1.42; number 2, C, carries -2.19; number 3, H, carries 1.04; number 4, H, carries 0.44; number 5, C, carries 0.81; number 6, H, carries 0.25; number 7, H, carries 0.31; number 8, H, carries 0.25; number 9, H, carries -0.08; number 10, H, carries 0.34; number 11, C, carries 0.31; number 12, C, carries -0.68; number 13, O, carries -0.61; number 14, H, carries -0.09; number 15, H, carries 0.42; number 16, H, carries 0.25; number 17, H, carries 0.12; number 18, H, carries -0.07; number 19, C, carries 0.77; number 20, C, carries -0.97; number 21, H, carries 0.41; number 22, H, carries 0.37; number 23, H, carries 1.20; number 24, C, carries -0.50; number 25, C, carries -2.45; number 26, H, carries 0.33; number 27, O, carries -0.35; number 28, H, carries 0.25; number 29, N, carries 0.15; number 30, C, carries 0.00; number 31, H, carries 0.26; number 32, H, carries 0.31; number 33, H, carries -0.11; number 34, H, carries 0.99; number 35, H, carries 0.35; number 36, C, carries -1.70; number 37, C, carries -0.12; number 38, C, carries -1.36; number 39, H, carries 0.40; number 40, H, carries 0.39; number 41, H, carries 0.22; number 42, N, carries 0.27; number 43, H, carries 0.79; number 44, H, carries 0.38; number 45, C, carries 0.11; number 46, C, carries -0.76; number 47, H, carries 0.30; number 48, C, carries -1.70; number 49, H, carries 0.37; number 50, N, carries -0.03; number 51, H, carries 0.65; number 52, H, carries 0.35; number 53, C, carries -1.18; number 54, C, carries -1.76; number 55, H, carries 0.36; number 56, H, carries -0.63; number 57, H, carries 0.27; number 58, O, carries -0.62; number 59, H, carries -0.15; number 60, H, carries -0.64; number 61, H, carries 0.37; number 62, H, carries 0.56; number 63, N, carries -0.46; number 64, C, carries -1.28; number 65, H, carries 0.47; number 66, H, carries 0.37; number 67, C, carries -0.86; number 68, O, carries -0.69; number 69, H, carries 0.51; number 70, H, carries 0.81; number 71, H, carries 0.30; number 72, H, carries 0.35; number 73, H, carries 0.23; number 74, H, carries 0.29; number 75, H, carries 0.12; number 76, N, carries -0.04; number 77, H, carries 0.27; number 78, N, carries 0.17; number 79, C, carries 1.17; number 80, C, carries -0.21; number 81, H, carries 0.48; number 82, O, carries -0.60; number 83, H, carries 0.37; number 84, O, carries -0.25; number 85, H, carries 0.44; number 86, H, carries 0.06; number 87, N, carries -0.16; number 88, H, carries 0.27; number 89, H, carries 0.11; number 90, H, carries 0.18; number 91, H, carries 0.31; number 92, H, carries 0.38; number 93, C, carries -1.02; number 94, C, carries 2.54; number 95, H, carries 0.29; number 96, H, carries 0.34; number 97, C, carries 0.87; number 98, H, carries -0.17; number 99, H, carries 0.53